# 1
DFT (wB97M-V/def2-TZVPD) results for C3H4MnNO6S as an isolated structure in a non-equilibrium geometry.

```
16
Properties=species:S:1:pos:R:3:forces:R:3:lowdin_spin:R:1
N -0.778920 1.413531 1.087658 -0.3 0.3 -0.6 0.002
C -0.403606 0.607366 -0.014701 0.3 0.0 0.5 0.005
C -1.391429 0.486811 -1.237908 -1.8 -1.2 1.0 0.005
O -2.380491 -0.371783 -1.092662 2.0 -2.1 0.9 0.059
O -1.213019 1.090923 -2.231185 1.3 2.0 -1.6 0.004
C 1.078488 0.634788 -0.479023 0.7 0.3 -1.1 0.001
O 1.880280 -0.378223 0.244653 -1.9 -0.7 0.1 0.001
S 0.933158 -1.528942 0.769882 3.0 1.7 0.6 0.005
O 1.108316 -2.714465 -0.098194 -2.7 1.4 -0.2 0.046
O 1.077663 -1.740689 2.137985 0.1 -0.4 1.0 0.002
O -0.511350 -0.752731 0.565808 1.7 -2.4 0.2 0.060
H -0.761318 2.405431 0.880442 -0.2 0.0 0.0 0.000
H -0.258237 1.196397 1.929873 0.1 0.2 -0.1 0.000
H 1.103488 0.433891 -1.558738 0.2 -0.2 0.3 0.000
H 1.639087 1.555665 -0.305875 -0.5 0.0 0.1 0.000
Mn -1.122108 -2.337969 -0.598015 -2.0 1.2 -1.3 4.809
```
Positions in Å, forces in eV/Å.

## Properties
expectation value of S² = 8.75
spin multiplicity = 6
total charge = +1
HOMO (spin up / spin down) = -13.88 / -13.88 eV
lowest unoccupied orbital energy (spin up / spin down) = -6.63 / -6.90 eV

# 2
DFT (wB97M-V/def2-TZVPD) results for C18H26BF4N3NbO3S4 as an isolated structure in a non-equilibrium geometry.

```
60
Properties=species:S:1:pos:R:3:forces:R:3:lowdin_spin:R:1
Nb -0.413729 -0.095761 0.006092 2.9 1.6 -1.0 0.832
C 1.610111 2.819009 -1.754277 -0.1 1.4 0.7 0.000
C 1.300596 2.149418 -3.036349 0.3 -3.2 -0.3 0.002
S -0.037151 0.874448 -2.743706 -0.8 0.1 -1.4 -0.001
C -1.458583 1.998999 -3.165188 2.1 0.0 -0.4 0.000
C -2.737126 1.427461 -2.741104 -1.5 -0.9 0.5 0.004
S -2.785288 0.760473 -1.012689 -0.1 0.4 0.2 0.031
C -3.224268 2.308638 -0.046558 0.1 -1.0 -0.2 0.006
C -2.963374 2.199338 1.444729 0.8 -0.1 0.4 0.002
S -1.235734 1.840460 1.992549 0.2 -0.3 -0.3 -0.003
C -0.203040 3.372661 1.893474 -1.2 0.8 0.1 0.000
C 0.986116 3.184274 0.989194 0.9 -0.2 -0.2 0.003
S 0.380659 2.292116 -0.499899 0.5 2.1 0.7 0.005
H 1.549912 3.919638 -1.910137 0.0 -0.6 0.7 0.000
H 2.583332 2.522340 -1.400072 0.3 0.0 0.1 0.000
H 2.163710 1.487921 -3.290905 -0.6 0.7 -0.1 0.000
H 1.013611 2.745569 -3.888556 -0.1 0.2 0.0 0.000
H -1.363216 2.140937 -4.264678 -0.4 0.1 0.8 0.000
H -1.235003 2.910918 -2.625818 -0.1 0.4 -0.2 0.000
H -3.030715 0.594509 -3.407059 -0.2 0.4 0.5 0.000
H -3.529141 2.182563 -2.659101 0.1 -0.2 -0.6 0.001
H -4.276978 2.477097 -0.262389 -0.1 -0.1 0.2 0.000
H -2.691067 3.160878 -0.425334 0.5 0.2 -0.4 0.001
H -3.483747 1.418373 2.024559 -0.2 0.4 -0.6 0.000
H -3.182520 3.168058 1.874891 -0.4 0.1 0.3 0.000
H 0.129294 3.560932 2.915636 -0.1 0.0 -0.1 0.000
H -0.846191 4.247090 1.582242 0.6 -1.0 0.2 0.000
H 1.754749 2.548186 1.482713 -0.4 0.5 -0.4 0.000
H 1.441073 4.177045 0.723022 -0.4 -1.0 0.1 0.000
O -1.525383 -1.065554 1.172444 -1.6 -1.9 2.8 -0.001
N -2.151916 -1.934077 2.052645 0.3 -0.5 -0.9 -0.001
C -3.291822 -2.488667 1.553202 -0.1 1.4 0.3 0.000
C -4.131562 -3.192478 2.376641 0.2 -1.1 1.5 0.000
C -3.749839 -3.436110 3.713264 1.2 1.4 -0.2 0.000
C -2.567637 -2.823801 4.202887 0.2 -0.3 0.0 0.000
C -1.679886 -2.229921 3.324051 -2.9 0.6 -2.1 0.000
H -3.587503 -2.154025 0.561438 0.3 -0.2 0.1 0.000
H -5.103756 -3.564570 2.065826 0.4 0.0 -0.4 0.000
H -4.329192 -4.029734 4.391556 -0.5 0.0 0.1 0.000
H -2.263158 -2.714816 5.263821 -0.4 -0.9 -0.7 0.000
H -0.720561 -1.922845 3.535854 1.9 1.0 0.6 0.000
C 5.156592 -1.916049 -1.905626 0.3 1.2 -1.2 0.000
N 3.698531 -1.916323 -1.783668 0.0 -0.1 0.8 0.004
C 3.108118 -3.143909 -1.660179 -0.7 0.6 -0.8 0.005
C 1.777806 -3.269383 -1.373548 -0.2 0.1 0.0 0.001
C 1.009883 -2.047283 -1.198485 3.6 -1.0 -0.1 0.008
O -0.193479 -1.956607 -0.807265 -1.6 -0.5 -0.1 0.038
N 1.640351 -0.880476 -1.303262 -0.8 0.5 0.2 -0.001
C 2.989744 -0.707875 -1.515504 0.1 -0.4 -0.4 0.000
O 3.507699 0.401898 -1.544451 0.0 -1.0 0.0 -0.001
H 5.498041 -2.862603 -2.315684 -0.2 -0.1 0.2 0.000
H 5.655948 -1.703673 -0.965286 -0.1 0.0 0.1 0.000
H 5.429785 -1.146049 -2.653055 0.0 -0.3 0.6 0.000
H 3.751312 -3.992137 -1.973540 -0.6 0.6 0.7 0.000
H 1.369204 -4.265950 -1.262561 -0.2 0.3 -0.1 0.000
F 3.437192 -1.420086 3.554183 0.0 -0.3 -0.8 0.000
B 3.345252 -1.817165 2.297440 0.2 0.6 -1.9 0.000
F 1.137036 -0.207430 1.183288 -0.6 -0.2 0.3 0.066
F 4.180858 -1.295750 1.314763 -1.6 -1.1 2.0 0.000
F 2.386045 -2.690143 1.903525 1.2 0.9 0.6 0.000
```
Positions in Å, forces in eV/Å.

## Properties
expectation value of S² = 0.75
spin multiplicity = 2
total charge = +2
HOMO (spin up / spin down) = -13.11 / -13.56 eV
lowest unoccupied orbital energy (spin up / spin down) = -6.62 / -6.56 eV

# 3
DFT (wB97M-V/def2-TZVPD) results for a 2-piece molecular cluster, C6H16N3O overall in a non-equilibrium geometry.

```
26
Properties=species:S:1:pos:R:3:forces:R:3:nbo_charge:R:1
C -1.358076 -0.740793 1.596534 1.8 -2.4 2.3 0.427
C 2.018269 -0.140465 -0.494119 -2.8 -1.4 -0.4 0.531
C -1.176518 1.756594 -0.517633 1.0 0.0 1.0 -0.647
C -2.717811 -1.130825 -0.357823 -1.4 0.9 0.6 -0.424
C 4.202985 0.576101 -1.236447 0.5 -0.8 -1.4 -0.415
C -2.206192 1.138269 0.451247 1.3 0.4 2.2 -0.204
N -0.952572 -2.015251 1.723926 -1.2 0.5 -2.2 -0.735
N -2.032339 -0.289825 0.627964 -2.0 0.1 -1.9 -0.327
N 3.296475 -0.068075 -0.334668 3.7 0.6 3.0 -0.575
O 1.135046 -0.518722 0.284408 0.7 0.3 0.1 -0.702
H -1.095740 -0.168534 2.490295 -0.1 0.6 -0.7 0.224
H 1.752672 -0.012458 -1.557835 -0.1 0.6 0.0 0.111
H -1.310082 1.451027 -1.594247 0.4 -0.1 1.3 0.232
H -1.305668 2.812793 -0.506212 -0.7 1.0 -0.1 0.239
H -0.129526 1.722905 -0.077477 -1.2 -0.8 -1.0 0.239
H -2.634115 -2.128442 -0.040429 0.2 -1.4 0.1 0.210
H -3.886053 -0.938097 -0.343759 2.6 0.1 -0.4 0.248
H -2.158637 -0.969936 -1.261871 -0.6 -0.1 -0.9 0.234
H 4.737642 -0.266638 -1.684866 0.3 0.5 -0.6 0.207
H 3.596113 1.090594 -1.981842 0.6 0.3 -0.1 0.212
H 4.980544 1.177208 -0.728346 -0.9 0.1 -0.2 0.223
H -2.196638 1.366232 1.579672 0.4 1.4 -1.9 0.212
H -3.180073 1.361335 0.112622 -1.2 -0.1 -0.4 0.219
H -0.365007 -2.220841 2.489738 0.6 -0.4 0.5 0.425
H 3.892359 -0.258817 0.507289 -2.2 -0.3 -0.4 0.415
H -0.907047 -2.585350 0.853890 0.2 0.5 1.4 0.421
```
Positions in Å, forces in eV/Å.

## Properties
spin multiplicity = 1
total charge = +1
HOMO = -12.91 eV
lowest unoccupied orbital energy = -2.65 eV